# 1
98
Properties=species:S:1:pos:R:3:forces:R:3:mulliken_charge:R:1 method="wB97M-V/def2-TZVPD" total_charge=+1 orbital_gap_ha="0.2096 / 0.2094" lumo_ev="-3.01 / -3.00"
Ti -0.770 -0.031 -1.050 0.026 -0.069 -0.169 -0.800
C -4.739 0.084 0.615 0.020 -0.064 0.072 -1.707
C -3.327 0.373 0.219 0.005 0.157 0.079 0.449
N -2.671 -0.389 -0.701 -0.201 0.200 -0.198 2.259
N -3.394 -1.411 -1.282 0.017 -0.005 0.022 -0.850
C -2.765 -2.350 -1.969 -0.015 -0.064 -0.021 0.428
N -3.485 -3.359 -2.485 0.025 0.071 -0.037 -0.476
S -1.075 -2.280 -2.189 -0.091 -0.090 0.049 -0.550
C -2.571 1.455 0.642 -0.225 -0.226 0.083 -0.024
C -3.024 2.500 1.503 0.015 0.095 0.045 -1.267
C -2.293 3.632 1.637 -0.106 -0.053 0.038 -1.248
C -1.075 3.756 0.912 0.087 -0.078 -0.076 -0.737
C -0.631 2.706 0.186 0.129 0.182 -0.056 0.133
N -1.305 1.520 0.073 -0.171 -0.335 0.210 1.526
H -4.865 -0.958 0.928 0.009 -0.004 0.022 0.370
H -5.438 0.289 -0.203 -0.015 0.000 0.003 0.295
H -5.044 0.701 1.455 -0.003 0.015 -0.018 0.452
H -4.360 -1.524 -1.008 -0.012 0.028 -0.014 0.289
H -4.488 -3.305 -2.554 0.000 -0.012 0.023 0.196
H -3.016 -3.997 -3.105 0.004 -0.011 0.015 0.262
H -3.971 2.396 2.012 0.006 -0.006 0.005 0.344
H -2.637 4.439 2.269 -0.003 -0.005 0.005 0.447
H -0.484 4.660 0.959 0.014 0.001 -0.004 0.571
H 0.314 2.752 -0.333 -0.085 0.001 0.090 -0.263
F 6.901 -0.047 -2.754 -0.018 -0.004 0.008 -0.294
C 5.748 -0.135 -2.116 0.004 0.004 -0.004 0.535
C 5.693 0.049 -0.748 0.017 0.011 0.021 0.410
F 6.799 0.307 -0.066 -0.015 -0.005 -0.012 -0.304
C 4.475 -0.048 -0.095 0.014 0.010 0.009 -0.411
F 4.495 0.087 1.232 0.032 -0.041 -0.016 -0.416
C 3.284 -0.287 -0.770 -0.028 0.023 -0.052 0.884
P 1.690 -0.374 0.141 0.283 0.139 0.134 0.250
C 1.775 0.951 1.387 0.013 -0.036 0.019 0.791
C 2.550 2.094 1.223 -0.038 0.036 0.005 -0.282
C 2.492 3.120 2.156 0.007 -0.018 -0.004 -0.874
C 1.658 3.014 3.259 -0.001 0.009 -0.004 -1.034
C 0.862 1.887 3.416 -0.014 0.014 -0.007 -0.661
C 0.911 0.867 2.481 -0.022 0.029 -0.020 -0.372
C 1.987 -1.938 1.036 -0.036 -0.018 -0.045 0.671
C 2.389 -2.004 2.365 0.010 -0.012 0.020 -0.019
C 2.606 -3.241 2.961 0.011 0.011 -0.002 -0.841
C 2.439 -4.409 2.233 -0.010 -0.001 -0.002 -0.637
C 2.057 -4.346 0.899 0.000 -0.006 0.001 -0.797
C 1.828 -3.116 0.303 -0.039 0.004 0.010 -0.261
C 3.378 -0.539 -2.143 -0.006 -0.007 0.020 -0.197
Br 1.907 -1.132 -3.159 -0.098 0.007 0.045 0.077
C 4.587 -0.448 -2.808 0.010 0.002 -0.003 0.427
F 4.673 -0.673 -4.114 -0.002 -0.004 0.011 -0.342
H 3.210 2.194 0.370 -0.010 0.003 0.004 0.080
H 3.108 4.000 2.021 -0.002 0.000 0.000 0.475
H 1.622 3.810 3.990 -0.002 -0.001 -0.003 0.427
H 0.196 1.806 4.265 0.002 0.001 0.000 0.521
H 0.265 0.006 2.598 0.011 0.035 0.009 0.396
H 2.540 -1.099 2.938 0.006 -0.013 -0.011 0.416
H 2.917 -3.286 3.997 0.002 -0.003 -0.001 0.489
H 2.614 -5.369 2.702 -0.002 0.000 -0.002 0.422
H 1.935 -5.254 0.323 0.001 0.000 0.003 0.496
H 1.520 -3.074 -0.738 0.003 0.005 0.001 0.361
C -3.946 -3.314 2.907 0.002 0.017 0.003 -1.817
C -2.472 -3.302 2.518 0.006 0.013 0.006 1.387
C -2.119 -4.576 1.756 -0.006 -0.013 0.015 -1.605
C -1.603 -3.174 3.773 -0.008 0.004 -0.002 -1.607
N -2.320 -2.148 1.601 0.036 -0.020 0.040 -0.218
N -0.986 -1.901 1.162 0.102 0.101 -0.006 0.355
H -4.156 -4.133 3.594 0.000 -0.003 -0.003 0.462
H -4.572 -3.437 2.022 0.000 0.000 0.002 0.340
H -4.227 -2.382 3.404 0.002 -0.003 -0.001 0.387
H -2.367 -5.452 2.356 0.008 0.000 -0.001 0.503
H -1.052 -4.629 1.529 0.005 0.007 -0.010 0.203
H -2.681 -4.627 0.821 -0.003 -0.001 0.003 0.273
H -1.813 -3.990 4.465 0.008 -0.006 -0.006 0.470
H -1.807 -2.234 4.293 -0.006 -0.002 0.002 0.316
H -0.535 -3.223 3.542 0.004 -0.002 0.008 0.288
H -2.615 -1.305 2.087 -0.024 0.014 -0.043 0.303
H -0.735 -2.643 0.516 -0.033 -0.007 -0.014 0.046
H -0.330 -1.973 1.939 0.003 -0.060 -0.028 -0.254
C 3.391 3.456 -2.672 0.003 -0.005 0.013 -0.798
N 1.952 3.519 -2.812 0.012 0.028 -0.050 -0.003
C 1.372 4.498 -1.917 0.003 0.056 0.018 -0.804
C 1.347 2.211 -2.728 0.006 -0.082 0.028 0.608
C -0.072 2.117 -3.257 -0.042 0.048 0.005 0.190
C -0.415 2.963 -4.312 0.010 -0.018 -0.008 -0.716
C -1.660 2.891 -4.911 0.015 -0.010 0.007 -0.745
C -2.577 1.955 -4.459 -0.001 -0.010 0.008 -1.245
C -2.239 1.120 -3.407 -0.004 -0.082 -0.010 -0.305
C -0.992 1.170 -2.765 0.320 0.147 -0.181 0.994
H 3.821 4.447 -2.819 -0.002 0.000 0.005 0.360
H 3.812 2.787 -3.424 -0.001 0.000 -0.003 0.299
H 3.708 3.098 -1.674 -0.002 -0.002 -0.014 0.143
H 1.763 5.488 -2.154 0.005 0.000 -0.005 0.455
H 1.608 4.290 -0.857 0.017 0.026 -0.021 0.079
H 0.289 4.521 -2.036 0.008 -0.006 0.011 0.300
H 1.392 1.804 -1.689 0.042 -0.040 -0.072 -0.424
H 1.972 1.546 -3.326 0.007 0.007 -0.018 0.687
H 0.318 3.680 -4.661 0.002 0.009 0.001 0.487
H -1.910 3.557 -5.727 0.003 -0.001 0.001 0.419
H -3.555 1.879 -4.919 0.002 0.004 0.003 0.446
H -2.988 0.408 -3.079 -0.010 -0.009 0.016 0.254

=====

# 2
90
Properties=species:S:1:pos:R:3:forces:R:3:mulliken_charge:R:1 method="wB97M-V/def2-TZVPD" relative_energy_kj_mol=0.0 total_charge=0 orbital_gap_ha="0.2397 / 0.2397" lumo_ev="-0.51 / -0.51"
Ir -0.373 0.610 -0.321 0.006 -0.125 -0.283 -0.068
C 2.107 1.855 2.207 -0.016 -0.007 0.047 -1.077
C 1.120 1.853 3.376 -0.005 -0.018 -0.017 0.688
C 0.113 3.002 3.257 -0.001 -0.067 0.019 -1.423
C 0.492 0.484 3.601 0.006 0.140 -0.052 0.057
C 0.878 -0.219 4.732 -0.019 -0.081 0.033 -1.076
C 0.354 -1.470 5.016 0.013 0.026 -0.015 -1.416
C -0.578 -2.005 4.150 0.039 -0.026 0.008 -0.894
C -0.996 -1.345 2.993 -0.066 -0.109 -0.052 0.869
C -2.020 -2.099 2.150 -0.021 0.082 0.032 0.559
C -1.366 -2.947 1.057 -0.017 -0.002 0.027 -0.971
C -3.156 -1.257 1.572 0.057 -0.058 -0.075 -1.340
C -0.444 -0.084 2.704 0.231 0.178 -0.038 0.158
O -0.811 0.668 1.648 -0.156 -0.091 0.279 0.032
H 2.619 2.818 2.140 0.000 0.005 0.000 0.460
H 1.597 1.667 1.262 -0.008 -0.014 -0.038 -0.081
H 2.861 1.077 2.346 0.019 -0.001 -0.024 0.146
H 1.703 2.051 4.282 0.014 -0.003 -0.013 0.637
H -0.501 2.890 2.364 -0.001 -0.002 -0.024 -0.032
H 0.646 3.955 3.203 -0.001 0.012 0.003 0.466
H -0.542 3.032 4.131 -0.024 -0.004 -0.024 0.367
H 1.601 0.230 5.405 0.003 0.006 0.009 0.386
H 0.656 -2.011 5.904 0.004 0.001 0.005 0.388
H -1.009 -2.975 4.370 -0.005 -0.009 -0.008 0.400
H -2.480 -2.802 2.852 -0.046 0.018 -0.010 0.592
H -0.853 -2.312 0.337 -0.046 -0.045 0.005 -0.325
H -2.124 -3.529 0.526 -0.012 -0.019 0.002 0.454
H -0.642 -3.641 1.488 0.037 0.015 -0.016 0.416
H -2.816 -0.678 0.713 -0.007 -0.019 0.023 0.030
H -3.571 -0.581 2.323 0.010 0.030 0.000 0.330
H -3.958 -1.915 1.225 -0.023 -0.003 0.034 0.443
C -5.211 3.133 0.326 -0.051 -0.025 -0.032 -0.802
C -4.411 2.241 1.248 0.037 0.001 0.037 -0.562
N -3.140 1.945 0.617 0.113 0.136 -0.158 0.979
C -2.440 2.892 -0.079 0.040 -0.100 0.346 -0.284
N -1.201 2.606 -0.383 -0.161 0.075 -0.185 0.168
C -0.367 3.625 -1.014 -0.094 -0.033 0.021 -1.095
C -1.189 4.540 -1.901 0.013 0.031 -0.003 -0.678
C -2.318 5.116 -1.071 0.006 0.016 0.023 -0.685
N -3.072 4.045 -0.440 -0.007 -0.052 -0.064 0.234
C -4.406 4.382 0.038 0.037 0.056 0.023 -0.672
H -6.167 3.402 0.774 0.011 0.009 0.011 0.404
H -5.409 2.603 -0.609 -0.020 -0.002 0.012 0.273
H -4.928 1.300 1.436 0.013 -0.012 -0.012 0.366
H -4.268 2.740 2.216 -0.012 -0.019 0.002 0.395
H -2.503 1.317 1.118 -0.080 0.033 0.045 -0.307
H 0.409 3.116 -1.583 0.003 0.001 -0.013 0.326
H 0.141 4.208 -0.237 0.018 -0.011 -0.014 0.436
H -1.600 3.969 -2.738 -0.003 0.015 -0.005 0.229
H -0.578 5.347 -2.307 0.007 -0.009 0.004 0.403
H -3.010 5.697 -1.683 0.002 -0.024 -0.017 0.437
H -1.911 5.789 -0.306 -0.020 0.027 -0.018 0.260
H -4.890 4.977 -0.740 0.016 0.014 0.010 0.365
H -4.342 5.010 0.936 -0.002 -0.006 0.008 0.282
C 0.773 -0.800 -0.419 -0.204 0.185 0.455 0.295
C 1.702 -1.662 -0.522 -0.007 0.016 -0.190 -0.224
C 2.612 -2.545 -0.908 0.140 -0.115 -0.028 0.334
C 3.606 -3.093 0.038 0.006 -0.004 0.044 0.099
C 3.954 -2.360 1.175 0.008 -0.044 0.012 -0.544
C 4.856 -2.871 2.091 -0.010 0.009 -0.017 -0.615
C 5.420 -4.124 1.890 -0.002 -0.004 -0.002 -0.426
C 5.075 -4.863 0.768 -0.003 -0.004 -0.005 -0.732
C 4.176 -4.351 -0.155 0.026 -0.029 0.020 -0.209
C 2.631 -2.959 -2.337 0.008 0.004 0.017 0.377
C 1.433 -3.143 -3.026 0.004 0.007 -0.015 -0.347
C 1.438 -3.459 -4.375 0.015 -0.004 -0.010 -0.635
C 2.641 -3.583 -5.059 -0.006 0.004 0.009 -0.549
C 3.838 -3.400 -4.381 -0.008 -0.007 0.029 -0.741
C 3.835 -3.099 -3.026 0.015 -0.007 -0.070 -0.224
H 3.503 -1.387 1.327 -0.015 0.012 0.010 0.504
H 5.118 -2.292 2.968 -0.003 0.006 0.004 0.410
H 6.125 -4.525 2.607 0.003 0.000 0.005 0.392
H 5.503 -5.845 0.611 0.001 -0.004 0.002 0.394
H 3.899 -4.939 -1.021 0.003 0.005 0.005 0.502
H 0.499 -3.034 -2.488 0.000 0.005 0.007 0.429
H 0.500 -3.606 -4.896 -0.010 -0.005 -0.006 0.460
H 2.645 -3.827 -6.113 -0.001 -0.001 -0.005 0.402
H 4.780 -3.493 -4.907 0.004 0.003 -0.006 0.414
H 4.771 -2.954 -2.502 -0.002 0.002 -0.002 0.540
Br -0.997 -0.120 -6.923 -0.005 -0.007 -0.067 -0.167
C -0.765 0.191 -5.081 -0.027 0.021 0.052 0.109
C -1.848 0.560 -4.296 0.018 0.003 -0.059 -0.927
C -1.646 0.746 -2.945 0.011 0.020 -0.074 0.038
N -0.448 0.586 -2.360 0.234 -0.003 0.070 0.054
C 0.595 0.264 -3.138 -0.033 0.022 -0.222 -0.339
C 0.480 0.048 -4.502 -0.026 0.042 0.152 -0.685
H -2.834 0.683 -4.720 0.002 0.002 -0.004 0.478
H -2.462 1.014 -2.287 0.004 -0.031 0.018 0.342
H 1.546 0.160 -2.640 0.028 -0.027 0.032 0.635
H 1.349 -0.237 -5.076 0.003 -0.005 -0.020 0.510